# 1
Molecular formula: C3H8N2S
Method: DFT, ωB97M-V/def2-TZVPD

Summary:
**Calculated total energy**: -17054.259 eV
**Relative energy (zero: lowest compared OMol25 entry of this formula, charge and spin)**: 238.4 kJ/mol
**Orbital gap**: 10.00 eV
**SMILES string**: [H]/N=C(\CS)NC
**Maximum force**: 4.2 eV Å⁻¹
**Net charge**: 0

Last columns: bonded neighbours and bond lengths (Å).
Geometry (Å):
1 H 1.210 -0.776 1.124  N2 0.983
2 N 0.525 -1.101 0.497  H1 0.983, C3 1.270
3 C -0.166 -0.368 -0.277  N2 1.270, C4 1.503, N6 1.351
4 C -0.143 1.130 -0.160  C3 1.503, S5 1.884, H8 1.087, H9 1.137
5 S 0.833 1.886 1.263  C4 1.884, H10 1.532
6 N -0.776 -0.930 -1.344  C3 1.351, C7 1.526, H11 1.107
7 C -0.963 -2.445 -1.360  N6 1.526, H12 1.059, H13 1.191, H14 1.094
8 H 0.309 1.566 -1.048  C4 1.087
9 H -1.204 1.532 -0.227  C4 1.137
10 H 0.391 1.081 2.490  S5 1.532
11 H -1.734 -0.416 -1.553  N6 1.107
12 H -0.123 -3.090 -1.355  C7 1.059
13 H -1.510 -3.107 -0.535  C7 1.191
14 H -1.281 -2.645 -2.388  C7 1.094

---

# 2
Molecular formula: C3H8N2S
Method: DFT, ωB97M-V/def2-TZVPD

Summary:
**Calculated total energy**: -17052.006 eV
**Relative energy (zero: lowest compared OMol25 entry of this formula, charge and spin)**: 455.8 kJ/mol
**Orbital gap**: 9.02 eV
**Maximum force**: 4.6 eV Å⁻¹
**Net charge**: 0

Last columns: bonded neighbours and bond lengths (Å).
Geometry (Å):
1 C 0.446 0.072 0.113  C2 1.494, N4 1.410, S6 2.039, H7 1.115
2 C 1.402 1.008 -0.551  C1 1.494, H8 1.032, H9 1.084, H10 0.990
3 C -1.386 0.902 1.372  N4 1.240, H11 1.142, H12 1.196
4 N -0.823 0.660 0.293  C1 1.410, C3 1.240
5 N -0.630 -2.556 -0.611  S6 1.529, H13 1.015
6 S 0.022 -1.349 -1.286  C1 2.039, N5 1.529, H14 1.341
7 H 0.977 -0.318 1.013  C1 1.115
8 H 2.015 0.568 -1.256  C2 1.032
9 H 0.801 1.694 -1.137  C2 1.084
10 H 1.923 1.391 0.199  C2 0.990
11 H -2.475 1.207 1.215  C3 1.142
12 H -1.238 0.631 2.527  C3 1.196
13 H 0.063 -3.293 -0.528  N5 1.015
14 H -1.097 -0.616 -1.362  S6 1.341

---

# 3
Molecular formula: C3H8N2S
Method: DFT, ωB97M-V/def2-TZVPD

Summary:
**Calculated total energy**: -17054.289 eV
**Relative energy (zero: lowest compared OMol25 entry of this formula, charge and spin)**: 235.6 kJ/mol
**Orbital gap**: 9.18 eV
**SMILES string**: C[C@@H]1CNSN1
**Maximum force**: 5.5 eV Å⁻¹
**Net charge**: 0

Last columns: bonded neighbours and bond lengths (Å).
Geometry (Å):
1 C -0.156 1.672 -0.416  C2 1.557, H7 1.073, H8 1.089, H9 1.030
2 C -0.314 0.277 0.258  C1 1.557, C3 1.535, N6 1.404, H10 1.074
3 C 0.956 -0.572 0.402  C2 1.535, N4 1.396, H11 1.025, H12 1.051
4 N 0.707 -1.893 0.027  C3 1.396, S5 1.701, H13 0.930
5 S -0.929 -2.138 0.422  N4 1.701, N6 1.815
6 N -1.259 -0.543 -0.379  C2 1.404, S5 1.815, H14 1.068
7 H -0.260 1.428 -1.456  C1 1.073
8 H 0.885 1.984 -0.361  C1 1.089
9 H -0.762 2.403 -0.017  C1 1.030
10 H -0.566 0.586 1.255  C2 1.074
11 H 1.728 -0.289 -0.211  C3 1.025
12 H 1.291 -0.513 1.396  C3 1.051
13 H 0.928 -2.106 -0.852  N4 0.930
14 H -2.249 -0.297 -0.066  N6 1.068

---

> maximum force of number 3 (C3H8N2S)?

5.5 eV Å⁻¹

---

> Number 2 is which compound?

C3H8N2S

---

> The highest orbital gap belongs to which entry?

number 1

---

> Number 1 is which compound?

C3H8N2S